Computed, not measured: a single C7H10 molecule, with ωB97M-V/def2-TZVPD.

Positions of all 17 atoms, in Å:
1 C 1.692 0.612 0.288
2 C 0.945 0.591 -1.023
3 C -2.126 0.575 -0.445
4 C 1.108 -0.909 2.330
5 C 0.015 -0.592 -1.136
6 C -1.295 -0.591 -0.894
7 C 1.401 -0.205 1.266
8 H -1.835 -1.530 -1.010
9 H 2.543 1.286 0.409
10 H 1.713 0.515 -1.802
11 H -2.551 0.379 0.547
12 H -2.966 0.742 -1.128
13 H 0.636 -0.410 3.159
14 H 1.369 -1.966 2.398
15 H -1.550 1.502 -0.379
16 H 0.421 1.540 -1.174
17 H 0.483 -1.540 -1.408

Summary:
Energy above the lowest of the compared OMol25 structures with the same formula, charge and spin in kJ/mol: 222.12
Spin multiplicity: 1
SMILES: C=C=CC/C=C\C